(1)
DFT (ωB97M-V/def2-TZVPD) results for a molecular structure, C32H32BrN4Rh.

Last column: natural (NBO) charge in e.
CARTESIAN COORDINATES (ANGSTROEM)
Rh1 -0.014 -0.058 -0.095  0.92
Br1 -0.512 -2.320 -2.209  0.10
N1 1.665 0.113 1.049  -0.52
N2 -0.296 1.815 0.659  -0.42
N3 -1.103 -0.954 1.426  -0.56
N4 -1.894 0.150 -0.786  -0.49
C1 0.040 2.770 2.827  -0.33
C2 2.798 -2.131 -4.654  -0.22
C3 -4.191 0.123 -0.056  -0.31
C4 3.078 2.683 3.315  -0.06
C5 2.135 3.405 4.035  -0.33
C6 1.699 -2.562 -3.886  -0.25
C7 -5.331 -0.440 0.490  -0.14
C8 -2.846 -0.315 0.001  0.23
C9 1.720 1.229 1.728  0.31
C10 -2.042 2.598 -0.933  -0.42
C11 0.466 2.001 1.721  0.23
C12 2.666 -0.895 1.370  -0.23
C13 2.449 2.283 -2.741  -0.19
C14 2.619 0.062 -3.640  -0.07
C15 1.113 -1.704 -3.004  -0.07
C16 -3.119 -2.241 1.681  -0.33
C17 -2.140 1.257 -1.680  -0.24
C18 1.019 -2.902 0.948  -0.40
C19 -5.492 -1.636 1.171  -0.32
C20 3.219 -0.840 -4.553  -0.17
C21 -4.481 -2.461 1.643  -0.13
C22 -1.580 2.479 0.519  -0.24
C23 -0.459 -1.539 2.591  -0.23
C24 2.893 1.683 2.383  -0.37
C25 1.573 -0.374 -2.769  -0.06
C26 0.320 -2.849 2.311  -0.41
C27 1.055 0.511 -1.765  -0.19
C28 3.037 1.411 -3.605  -0.22
C29 2.415 -2.284 0.795  -0.41
C30 -2.352 -1.207 1.095  0.24
C31 1.490 1.821 -1.815  -0.27
C32 0.766 3.357 3.850  -0.13
H1 3.804 1.185 2.081  0.22
H2 1.109 2.527 -1.090  0.21
H3 2.739 -0.967 2.463  0.19
H4 0.344 -2.432 0.239  0.20
H5 2.740 3.327 -2.734  0.21
H6 -1.027 2.943 2.860  0.22
H7 -2.554 -2.965 2.253  0.21
H8 -3.011 3.101 -0.926  0.21
H9 1.295 -3.557 -4.015  0.22
H10 -1.380 1.223 -2.457  0.23
H11 -2.343 1.963 1.115  0.20
H12 0.229 -0.783 2.972  0.20
H13 3.659 -0.590 1.016  0.20
H14 1.101 -3.943 0.628  0.22
H15 4.022 -0.474 -5.183  0.21
H16 3.266 -2.815 -5.349  0.22
H17 3.151 -2.933 1.278  0.21
H18 -1.194 -1.724 3.380  0.20
H19 3.821 1.734 -4.280  0.21
H20 -3.105 1.154 -2.180  0.20
H21 -1.346 3.248 -1.466  0.22
H22 4.115 2.873 3.572  0.20
H23 1.033 -3.006 3.126  0.21
H24 -4.809 -3.378 2.122  0.21
H25 -1.494 3.496 0.907  0.21
H26 2.652 -2.279 -0.274  0.21
H27 -4.374 1.006 -0.652  0.21
H28 0.174 3.905 4.575  0.21
H29 2.501 4.050 4.824  0.21
H30 -6.244 0.111 0.289  0.21
H31 -6.509 -1.951 1.365  0.21
H32 -0.389 -3.680 2.343  0.20

## Properties
Charge ... 0
Highest occupied orbital energy ... -6.87 eV
Strongest force on any atom ... 1.31 eV Å⁻¹
Frontier orbital gap ... 0.246 Eh

---

(2)
DFT (ωB97M-V/def2-TZVPD) results for a molecular structure, C32H32CrNO10P3S2.

Last column: Mulliken spin population.
CARTESIAN COORDINATES (ANGSTROEM)
Cr1 0.839 -1.353 1.051  3.87
S1 -2.075 -1.456 2.089  0.01
S2 0.371 -2.179 -1.684  0.03
P1 1.556 -0.725 3.765  0.02
P2 3.645 0.085 1.643  -0.02
P3 -1.536 1.271 0.364  0.01
O1 -1.128 -1.925 1.018  -0.03
O2 1.454 -0.594 5.234  0.00
O3 0.904 0.556 2.992  0.03
O4 -2.617 -2.538 2.853  0.00
O5 1.145 -1.950 2.978  0.07
O6 0.639 -0.853 -0.977  0.07
O7 -1.517 -0.336 2.845  0.00
O8 5.091 0.202 1.410  0.00
O9 2.790 -0.885 0.851  -0.09
O10 2.984 1.567 1.610  0.00
N1 3.644 0.800 4.283  0.00
C1 -5.746 -0.690 0.647  0.00
C2 0.815 -0.550 -3.854  0.00
C3 -1.707 3.415 -1.549  0.00
C4 -0.496 4.563 2.519  0.00
C5 -2.171 1.645 -3.635  0.00
C6 4.307 -3.069 -1.770  0.00
C7 0.273 -1.744 -3.409  0.01
C8 -4.660 -1.300 1.257  0.00
C9 -1.777 2.053 -1.282  0.00
C10 3.122 -2.359 -1.815  0.01
C11 3.326 -0.383 3.393  0.00
C12 -3.211 0.502 0.510  -0.02
C13 -1.546 4.739 3.411  0.00
C14 -2.632 3.879 3.371  0.00
C15 -5.576 0.515 -0.017  0.00
C16 0.738 -0.248 -5.205  0.00
C17 -2.007 1.175 -2.344  0.01
C18 0.123 -1.130 -6.083  0.00
C19 -4.320 1.100 -0.086  0.00
C20 -1.855 3.889 -2.848  0.00
C21 3.083 -5.131 -1.490  0.00
C22 -0.364 -2.626 -4.267  0.00
C23 4.286 -4.452 -1.617  0.00
C24 -1.642 2.675 1.529  -0.01
C25 -2.682 2.854 2.435  0.00
C26 1.926 -3.052 -1.697  0.01
C27 1.887 -4.426 -1.516  0.00
C28 4.183 -1.561 3.829  0.00
C29 -0.539 3.530 1.598  0.00
C30 -3.410 -0.704 1.186  0.02
C31 -2.088 3.008 -3.892  0.00
C32 -0.431 -2.315 -5.617  0.00
H1 0.361 5.223 2.549  0.00
H2 4.649 0.884 4.440  0.00
H3 -1.801 4.953 -3.038  0.00
H4 0.065 -0.888 -7.136  0.00
H5 -0.923 -2.993 -6.302  0.00
H6 3.132 0.641 5.168  0.00
H7 3.121 -1.280 -1.893  0.00
H8 -2.353 0.947 -4.443  0.00
H9 -2.081 0.110 -2.147  0.00
H10 -6.421 1.004 -0.484  0.00
H11 1.149 0.684 -5.570  0.00
H12 2.016 1.531 1.632  0.00
H13 -1.512 5.538 4.140  0.00
H14 5.249 -2.543 -1.835  0.00
H15 -3.446 4.000 4.074  0.00
H16 5.217 -5.000 -1.578  0.00
H17 3.305 1.654 3.830  0.00
H18 3.073 -6.203 -1.350  0.00
H19 -4.195 2.036 -0.618  0.00
H20 0.298 3.382 0.921  0.00
H21 -1.552 4.120 -0.742  0.00
H22 -0.078 0.440 2.990  0.01
H23 -2.209 3.380 -4.902  0.00
H24 5.237 -1.356 3.634  0.00
H25 -6.723 -1.151 0.701  0.00
H26 -4.764 -2.226 1.803  0.00
H27 4.022 -1.792 4.884  0.00
H28 -3.533 2.186 2.421  0.00
H29 3.897 -2.436 3.248  0.00
H30 0.940 -4.934 -1.383  -0.01
H31 1.262 0.137 -3.147  0.00
H32 -0.803 -3.540 -3.886  0.00

## Properties
Multiplicity ... 5
Charge ... 0
Highest occupied orbital energy (spin up / spin down) ... -8.01 / -8.12 eV
Strongest force on any atom ... 0.53 eV Å⁻¹
⟨S²⟩ ... 6.01
Frontier orbital gap (spin up / spin down) ... 0.296 / 0.298 Eh

---

(3)
DFT (ωB97M-V/def2-TZVPD) results for a molecular structure, C32H32MnN10S2.

Last column: Mulliken spin population.
CARTESIAN COORDINATES (ANGSTROEM)
Mn1 -1.015 -0.909 -0.119  3.01
S1 -0.021 2.825 6.135  0.00
S2 0.983 -1.525 -5.992  0.00
N1 -0.745 2.873 -0.924  0.00
N2 -0.006 -0.067 -1.986  0.13
N3 -1.056 0.774 1.478  0.12
N4 4.629 1.836 0.850  0.00
N5 1.628 2.843 -0.196  0.00
N6 -2.520 0.402 -0.871  -0.05
N7 -2.458 -2.521 -0.160  0.01
N8 0.530 -2.346 0.724  0.00
N9 3.050 0.188 0.849  0.00
N10 0.758 0.156 0.181  0.00
C1 -1.183 2.594 7.313  0.00
C2 2.024 -0.475 -5.013  0.00
C3 -2.143 1.380 5.608  0.00
C4 2.158 1.134 -1.727  -0.01
C5 -4.836 -0.411 -1.255  0.00
C6 0.180 1.311 0.945  -0.19
C7 0.417 -0.456 -3.130  0.05
C8 3.299 1.571 0.568  -0.01
C9 1.303 -4.489 1.487  0.00
C10 -4.718 -1.434 -0.127  0.01
C11 0.325 -3.640 0.990  0.01
C12 0.755 2.138 3.224  0.00
C13 3.193 -0.661 -7.020  0.00
C14 2.573 -3.991 1.725  0.01
C15 1.698 -0.096 -3.730  -0.01
C16 -1.330 0.927 2.720  0.05
C17 2.808 -2.650 1.461  0.00
C18 1.970 -0.436 0.684  0.02
C19 -3.506 -0.040 -1.894  0.01
C20 -0.504 1.635 3.695  0.00
C21 2.761 2.128 -0.828  0.01
C22 -0.951 1.845 4.983  0.00
C23 -2.262 1.791 6.908  0.00
C24 1.072 1.998 1.927  0.00
C25 1.776 -1.867 0.973  0.04
C26 2.157 2.602 1.165  0.01
C27 2.064 -1.458 -7.266  0.00
C28 3.181 -0.118 -5.763  0.00
C29 0.346 2.141 -0.413  0.02
C30 0.816 0.801 -1.174  -0.18
C31 2.579 0.710 -2.926  0.00
C32 -3.906 -2.656 -0.534  0.00
H1 1.055 -5.524 1.680  0.00
H2 -3.058 0.787 -0.099  0.00
H3 -3.974 -2.815 -1.609  0.00
H4 -5.496 -0.803 -2.030  0.00
H5 -3.080 -0.873 -2.458  -0.01
H6 -2.415 -2.744 0.832  0.01
H7 3.358 -4.631 2.104  0.00
H8 3.972 -0.505 -7.753  0.00
H9 3.480 2.796 -1.300  0.00
H10 -3.686 0.766 -2.608  0.00
H11 -4.260 -0.990 0.766  0.00
H12 -5.723 -1.741 0.160  0.00
H13 -0.500 3.387 -1.766  0.00
H14 2.633 3.473 1.610  0.00
H15 -1.980 -3.287 -0.628  0.01
H16 1.864 -2.006 -8.179  0.00
H17 -2.016 1.207 -1.227  0.01
H18 5.136 1.215 1.456  0.00
H19 -5.316 0.494 -0.873  0.00
H20 -3.079 1.539 7.568  0.00
H21 -1.068 3.057 8.286  0.00
H22 -2.875 0.750 5.124  0.00
H23 5.027 2.748 0.702  0.00
H24 3.547 1.014 -3.300  0.00
H25 1.414 2.680 3.891  0.00
H26 3.961 0.533 -5.394  0.00
H27 3.773 -2.191 1.623  0.00
H28 -0.243 -1.125 -3.678  -0.01
H29 -0.662 -4.039 0.801  0.00
H30 -2.259 0.474 3.054  -0.01
H31 -1.101 3.544 -0.250  0.00
H32 -4.303 -3.549 -0.050  0.00

## Properties
Multiplicity ... 4
Charge ... +4
Highest occupied orbital energy (spin up / spin down) ... -18.29 / -18.29 eV
Strongest force on any atom ... 2.22 eV Å⁻¹
⟨S²⟩ ... 3.77
Frontier orbital gap (spin up / spin down) ... 0.195 / 0.195 Eh

---

What is the charge in the second record? 0

---

Which formula does entry 1 have? C32H32BrN4Rh